# 1
# CH2N4O

CH2N4O in the gas phase (ωB97M-V/def2-TZVPD, OMol25).

Structure (SMILES) ... Nc1nnon1
LUMO ... 0.32 eV
Multiplicity ... 1
HOMO-LUMO gap ... 11.45 eV
E_tot ... -9074.5434 eV

```
8
Properties=species:S:1:pos:R:3:lowdin_charge:R:1
N 1.434 0.243 -0.241 0.101
C 0.059 0.041 -0.136 -0.467
N -0.607 -0.395 0.997 0.082
N -1.824 -0.462 0.707 0.042
O -1.970 -0.070 -0.600 -0.071
N -0.773 0.240 -1.116 0.134
H 1.942 -0.593 0.025 0.089
H 1.739 0.996 0.364 0.089
```



# 2
# C20H22Cl2N4O

C20H22Cl2N4O in the gas phase (ωB97M-V/def2-TZVPD, OMol25).

Structure (SMILES) ... Cc1nn(Cc2c(Cl)cccc2Cl)c(C)c1C(=O)NCc1ccc(C)n1C
LUMO ... 0.37 eV
Multiplicity ... 1
HOMO-LUMO gap ... 8.31 eV
E_tot ... -54150.7420 eV

```
49
Properties=species:S:1:pos:R:3:lowdin_charge:R:1
C 2.330 3.896 -1.204 -0.019
C 1.335 3.271 -0.298 -0.283
N 1.290 3.532 0.992 0.111
N 0.295 2.798 1.500 -0.144
C -0.005 2.897 2.904 -0.118
C -0.016 1.559 3.598 -0.254
C -1.128 1.098 4.302 -0.605
Cl -2.558 2.069 4.423 0.727
C -1.138 -0.137 4.931 -0.107
C -0.018 -0.946 4.863 -0.072
C 1.104 -0.518 4.180 -0.101
C 1.101 0.722 3.560 -0.589
Cl 2.530 1.234 2.734 0.769
C -0.313 2.043 0.559 -0.199
C -1.493 1.190 0.857 -0.001
C 0.342 2.316 -0.636 -0.042
C 0.076 1.795 -1.987 -0.440
O 0.214 2.451 -3.002 0.068
N -0.372 0.509 -2.009 0.080
C -0.582 -0.200 -3.264 -0.115
C 0.000 -1.568 -3.227 -0.238
C 1.153 -2.033 -3.806 -0.040
C 1.279 -3.392 -3.467 -0.051
C 0.203 -3.722 -2.685 -0.305
C -0.159 -5.021 -2.057 -0.035
N -0.575 -2.607 -2.539 -0.074
C -1.786 -2.567 -1.771 -0.018
H 2.684 4.829 -0.777 0.077
H 1.876 4.070 -2.176 0.071
H 3.182 3.229 -1.340 0.085
H -0.969 3.395 3.045 0.091
H 0.781 3.530 3.326 0.134
H -2.017 -0.456 5.468 0.104
H -0.021 -1.909 5.349 0.109
H 1.987 -1.135 4.126 0.105
H -2.148 1.684 1.572 0.065
H -1.191 0.232 1.287 0.090
H -2.054 1.007 -0.056 0.080
H -0.292 -0.048 -1.175 0.127
H -1.657 -0.229 -3.490 0.122
H -0.093 0.391 -4.044 0.126
H 1.826 -1.458 -4.410 0.103
H 2.070 -4.053 -3.764 0.098
H -1.110 -5.393 -2.440 0.078
H -0.246 -4.926 -0.974 0.077
H 0.610 -5.755 -2.279 0.080
H -1.578 -2.725 -0.708 0.096
H -2.473 -3.349 -2.103 0.096
H -2.275 -1.603 -1.891 0.081
```



# 3
# F5N2

2 unconnected molecules or ions with the total composition F5N2 in a non-equilibrium geometry (ωB97M-V/def2-TZVPD, OMol25).

Total charge ... +1
LUMO (alpha / beta) ... -11.61 / -12.03 eV
Multiplicity ... 1
HOMO-LUMO gap (alpha / beta) ... 4.03 / 3.27 eV
E_tot ... -16546.0314 eV

```
7
Properties=species:S:1:pos:R:3:lowdin_charge:R:1
N -1.779 0.832 0.041 0.382
N 1.870 -0.897 0.390 -0.137
F -2.896 0.247 -0.409 0.233
F -2.008 2.044 0.009 0.317
F 2.197 0.338 0.203 0.109
F 2.135 -1.588 -0.683 0.108
F 0.480 -0.976 0.449 -0.012
```



# 4
# C10H25BrN2S4V

A molecular structure, C10H25BrN2S4V (ωB97M-V/def2-TZVPD, OMol25).

Total charge ... +2
LUMO (alpha / beta) ... -5.56 / -5.59 eV
Multiplicity ... 2
HOMO-LUMO gap (alpha / beta) ... 8.18 / 7.54 eV
E_tot ... -152815.2122 eV

```
43
Properties=species:S:1:pos:R:3:lowdin_charge:R:1
V 0.538 -0.081 0.440 -0.231
C -2.117 -1.900 1.778 -0.457
C -2.807 -0.999 0.762 -0.449
S -1.638 -0.630 -0.587 0.877
C -2.312 0.950 -1.194 -0.452
C -1.250 1.649 -2.023 -0.464
S 0.378 1.761 -1.221 0.842
C 0.299 3.306 -0.273 -0.464
C -0.459 3.186 1.037 -0.452
S 0.253 1.802 1.966 0.861
C -1.112 1.342 3.068 -0.456
C -0.846 -0.060 3.599 -0.452
S -0.482 -1.283 2.297 0.869
H -1.930 -2.885 1.350 0.086
H -2.734 -2.048 2.663 0.101
H -3.114 -0.055 1.214 0.077
H -3.691 -1.486 0.352 0.101
H -2.611 1.535 -0.325 0.073
H -3.196 0.748 -1.799 0.103
H -1.579 2.650 -2.303 0.102
H -1.072 1.101 -2.949 0.084
H -0.141 4.075 -0.908 0.102
H 1.337 3.582 -0.099 0.093
H -1.522 3.015 0.865 0.078
H -0.352 4.101 1.619 0.103
H -2.054 1.403 2.522 0.076
H -1.152 2.042 3.903 0.103
H -1.678 -0.431 4.196 0.101
H 0.043 -0.058 4.230 0.093
N 3.980 -2.495 -2.118 0.211
C 2.948 -1.466 -2.522 -0.150
C 1.537 -1.849 -2.118 -0.223
N 1.321 -1.994 -0.658 -0.092
H 4.916 -2.195 -2.403 0.183
H 3.803 -3.407 -2.545 0.180
H 4.006 -2.617 -1.102 0.155
H 3.025 -1.356 -3.601 0.145
H 3.242 -0.538 -2.035 0.071
H 1.232 -2.764 -2.631 0.133
H 0.909 -1.049 -2.510 0.100
H 2.190 -1.909 -0.133 -0.045
H 0.881 -2.877 -0.430 0.102
Br 3.014 0.183 0.626 0.184
```



# 5
# C14H23BN6OPb

A molecular structure, C14H23BN6OPb in a non-equilibrium geometry (ωB97M-V/def2-TZVPD, OMol25).

Total charge ... +4
LUMO (alpha / beta) ... -18.39 / -17.73 eV
Multiplicity ... 1
HOMO-LUMO gap (alpha / beta) ... 3.39 / 4.06 eV
E_tot ... -31750.3887 eV

```
46
Properties=species:S:1:pos:R:3:lowdin_charge:R:1
C 2.042 1.206 -2.169 0.107
N 0.795 1.214 -1.650 -0.078
N 0.002 2.160 -2.270 0.059
C 0.720 2.764 -3.248 0.163
C 2.027 2.183 -3.214 0.234
B -1.550 2.412 -1.797 -0.375
N -2.421 1.088 -1.691 -0.044
N -1.927 -0.055 -1.100 -0.105
C -2.882 -1.014 -1.129 -0.030
C -3.969 -0.496 -1.859 0.057
C -3.645 0.825 -2.192 0.033
Pb -0.034 0.376 0.120 1.669
N -1.579 3.152 -0.408 0.019
N -1.048 2.608 0.739 0.029
C -1.205 3.516 1.731 0.058
C -1.820 4.665 1.202 0.193
C -2.050 4.388 -0.141 0.117
H -0.884 3.385 2.767 0.175
H -2.492 4.952 -0.945 0.178
H -2.066 5.585 1.694 0.174
H -2.046 3.138 -2.622 0.149
H -4.142 1.600 -2.750 0.157
H 0.198 3.504 -3.821 0.178
H -4.862 -1.012 -2.110 0.133
H 2.857 2.405 -3.822 0.160
H -2.743 -2.002 -0.672 0.153
H 2.777 0.507 -1.742 0.185
H -1.123 0.467 1.831 0.004
C -0.920 -0.686 1.778 -0.041
H -1.844 -1.242 1.557 0.100
H 0.253 -1.793 1.012 0.072
H -0.211 -0.867 2.587 0.077
C 3.073 -1.998 2.097 0.000
C 1.953 -2.620 1.280 -0.669
C 2.447 -3.496 0.147 -0.011
C 1.014 -3.427 2.212 -0.009
O 1.241 -1.629 0.523 -0.249
H 3.731 -2.765 2.538 0.130
H 2.670 -1.357 2.895 0.095
H 3.648 -1.357 1.427 0.090
H 3.046 -4.337 0.511 0.121
H 1.565 -3.853 -0.417 0.107
H 3.013 -2.835 -0.521 0.094
H 0.639 -2.851 3.082 0.094
H 0.152 -3.863 1.669 0.112
H 1.575 -4.291 2.622 0.134
```



# 6
# C3H8Cl2N4

3 unconnected molecules or ions with the total composition C3H8Cl2N4 in a non-equilibrium geometry (ωB97M-V/def2-TZVPD, OMol25).

Total charge ... +2
LUMO ... -7.33 eV
Multiplicity ... 1
HOMO-LUMO gap ... 10.71 eV
E_tot ... -34225.9379 eV

```
17
Properties=species:S:1:pos:R:3:lowdin_charge:R:1
C 0.276 1.499 -0.270 -0.141
C -0.432 1.854 2.096 -0.865
C 0.234 -1.796 -1.018 -0.678
N -0.156 2.767 2.908 0.170
N -0.088 -2.906 -1.908 0.125
N 0.123 1.503 -1.419 0.253
N 0.222 1.759 0.994 0.160
Cl -1.706 0.848 2.520 0.881
Cl 1.609 -2.090 -0.061 0.706
H -0.498 -1.604 -0.321 0.034
H 0.657 3.505 2.777 0.235
H -0.629 2.763 3.838 0.162
H -0.178 -3.778 -1.293 0.204
H -1.132 -2.723 -2.152 0.221
H 0.655 2.118 -2.031 0.158
H 0.658 -0.644 -1.904 0.225
H 0.386 -3.074 -2.756 0.150
```



# 7
# C17H20Cl2NO2

A gas-phase ion, C17H20Cl2NO2 (charge +1) (ωB97M-V/def2-TZVPD, OMol25).

Total charge ... +1
Structure (SMILES) ... Clc1ccc(OCCOCC[NH2+]Cc2ccccc2)cc1Cl
LUMO ... -2.55 eV
Multiplicity ... 1
HOMO-LUMO gap ... 9.07 eV
E_tot ... -48577.2291 eV

```
42
Properties=species:S:1:pos:R:3:lowdin_charge:R:1
Cl 5.296 1.260 -0.602 0.712
C 3.648 1.361 -0.126 -0.692
C 2.835 2.367 -0.623 -0.075
C 1.501 2.452 -0.263 -0.005
C 0.970 1.516 0.611 -0.248
O -0.346 1.468 1.033 -0.100
C -1.237 2.535 0.744 -0.129
C -1.901 2.368 -0.634 -0.148
O -2.312 1.041 -0.885 -0.151
C -3.472 0.565 -0.242 -0.162
C -3.127 -0.284 1.008 -0.083
N -1.776 -0.862 0.848 0.051
C -1.615 -1.842 -0.266 -0.075
C -0.154 -2.146 -0.453 -0.229
C 0.605 -1.354 -1.308 -0.038
C 1.951 -1.619 -1.489 -0.068
C 2.547 -2.669 -0.811 -0.093
C 1.799 -3.451 0.053 -0.064
C 0.452 -3.190 0.235 -0.036
C 1.780 0.509 1.128 -0.039
C 3.112 0.431 0.767 -0.682
Cl 4.090 -0.814 1.425 0.744
H 3.252 3.091 -1.304 0.117
H 0.904 3.252 -0.670 0.111
H -0.734 3.502 0.804 0.138
H -1.990 2.492 1.538 0.132
H -1.184 2.575 -1.431 0.130
H -2.739 3.068 -0.717 0.139
H -4.143 1.382 0.039 0.139
H -3.990 -0.057 -0.979 0.134
H -3.865 -1.077 1.131 0.139
H -3.122 0.333 1.908 0.132
H -1.131 -0.044 0.673 0.130
H -1.471 -1.304 1.720 0.189
H -2.184 -2.742 -0.026 0.144
H -2.014 -1.386 -1.171 0.131
H 0.135 -0.544 -1.844 0.122
H 2.531 -1.009 -2.163 0.118
H 3.593 -2.883 -0.961 0.110
H 2.262 -4.270 0.582 0.114
H -0.132 -3.815 0.895 0.116
H 1.375 -0.205 1.826 0.122
```



Which value of multiplicity does entry 2 give?
1



Look up the E_tot of the seventh one.
-48577.2291 eV



Repeat the fifth record exactly.
# C14H23BN6OPb

A molecular structure, C14H23BN6OPb in a non-equilibrium geometry (ωB97M-V/def2-TZVPD, OMol25).

Total charge ... +4
LUMO (alpha / beta) ... -18.39 / -17.73 eV
Multiplicity ... 1
HOMO-LUMO gap (alpha / beta) ... 3.39 / 4.06 eV
E_tot ... -31750.3887 eV

```
46
Properties=species:S:1:pos:R:3:lowdin_charge:R:1
C 2.042 1.206 -2.169 0.107
N 0.795 1.214 -1.650 -0.078
N 0.002 2.160 -2.270 0.059
C 0.720 2.764 -3.248 0.163
C 2.027 2.183 -3.214 0.234
B -1.550 2.412 -1.797 -0.375
N -2.421 1.088 -1.691 -0.044
N -1.927 -0.055 -1.100 -0.105
C -2.882 -1.014 -1.129 -0.030
C -3.969 -0.496 -1.859 0.057
C -3.645 0.825 -2.192 0.033
Pb -0.034 0.376 0.120 1.669
N -1.579 3.152 -0.408 0.019
N -1.048 2.608 0.739 0.029
C -1.205 3.516 1.731 0.058
C -1.820 4.665 1.202 0.193
C -2.050 4.388 -0.141 0.117
H -0.884 3.385 2.767 0.175
H -2.492 4.952 -0.945 0.178
H -2.066 5.585 1.694 0.174
H -2.046 3.138 -2.622 0.149
H -4.142 1.600 -2.750 0.157
H 0.198 3.504 -3.821 0.178
H -4.862 -1.012 -2.110 0.133
H 2.857 2.405 -3.822 0.160
H -2.743 -2.002 -0.672 0.153
H 2.777 0.507 -1.742 0.185
H -1.123 0.467 1.831 0.004
C -0.920 -0.686 1.778 -0.041
H -1.844 -1.242 1.557 0.100
H 0.253 -1.793 1.012 0.072
H -0.211 -0.867 2.587 0.077
C 3.073 -1.998 2.097 0.000
C 1.953 -2.620 1.280 -0.669
C 2.447 -3.496 0.147 -0.011
C 1.014 -3.427 2.212 -0.009
O 1.241 -1.629 0.523 -0.249
H 3.731 -2.765 2.538 0.130
H 2.670 -1.357 2.895 0.095
H 3.648 -1.357 1.427 0.090
H 3.046 -4.337 0.511 0.121
H 1.565 -3.853 -0.417 0.107
H 3.013 -2.835 -0.521 0.094
H 0.639 -2.851 3.082 0.094
H 0.152 -3.863 1.669 0.112
H 1.575 -4.291 2.622 0.134
```